1.
The following is a DFT calculation (the ωB97M-V functional and the def2-TZVPD basis) of a cluster of 3 separate species, C4H15NO2 in total at a distorted geometry.

Output
max |F|: 6.8 eV Å⁻¹
E_LUMO: 0.69 eV
gap between HOMO and LUMO: 8.880 eV
relative energy (zero: lowest compared OMol25 entry of this formula, charge and spin): 3.287 eV
HOMO energy: -8.19 eV

Structure (XYZ):
```
22
Properties=species:S:1:pos:R:3:lowdin_charge:R:1
C -1.7526 -0.9629 -1.4043 -0.087
C -0.3600 -1.5811 -1.1756 -0.249
N 0.4824 -0.7437 -0.3079 -0.300
C 0.8869 -1.4657 0.8539 -0.145
C 1.5735 -0.2619 -1.0902 -0.130
H -1.8292 -0.4118 -2.3279 0.058
H -2.4157 -1.7429 -1.6390 0.046
H -2.0732 -0.2800 -0.6667 0.058
H 0.0428 -1.7014 -2.2535 0.125
H -0.3634 -2.5968 -0.6189 0.119
H 0.7994 -2.5673 0.7272 0.070
H 0.2587 -1.2534 1.8819 0.101
H 1.8707 -1.0889 1.2743 0.087
H 1.1805 0.6835 -1.6866 0.126
H 2.3372 0.1019 -0.4544 0.056
H 1.8723 -1.0421 -1.7548 0.061
O -1.1841 -2.3336 3.1260 -0.028
H -0.3732 -2.5450 3.6746 0.086
H -1.7342 -2.6008 3.7500 -0.055
O 0.3783 6.7473 -0.5711 -0.111
H 1.2688 6.6004 -0.1450 0.056
H 0.1412 5.9703 -1.1481 0.055
```

2.
The following is a DFT calculation (the ωB97M-V functional and the def2-TZVPD basis) of a structure of composition C31H37FeN5 at a distorted geometry.

Output
max |F|: 3.6 eV Å⁻¹
E_LUMO (spin up / spin down): 2.38 / 2.37 eV
2S+1: 6
gap between HOMO and LUMO (spin up / spin down): 2.588 / 3.820 eV
relative energy (zero: lowest compared OMol25 entry of this formula, charge and spin): 0.104 eV
net charge: -1
HOMO energy (spin up / spin down): -0.21 / -1.45 eV

Structure (XYZ):
```
74
Properties=species:S:1:pos:R:3:lowdin_charge:R:1
Fe -0.3173 0.2122 0.0697 0.466
N -0.8325 -1.9505 1.6517 0.034
N 0.0430 -2.3753 -1.4021 -0.078
C 1.1230 1.7563 -0.2743 -0.300
C 1.8630 0.5436 0.0000 -0.282
C 1.5833 0.1478 1.3526 -0.261
C 2.1906 -1.0099 2.0735 -0.058
H 2.7203 -1.6784 1.3828 0.061
H 1.4136 -1.6051 2.5675 0.061
H 2.9055 -0.7100 2.8583 0.072
C 0.6635 1.0964 1.9080 -0.280
C 0.0944 1.0331 3.2738 -0.053
H 0.8282 1.2624 4.0573 0.073
H -0.2936 0.0293 3.4850 0.046
H -0.7321 1.7379 3.3844 0.062
C 0.4209 2.1190 0.9291 -0.293
C -0.3962 3.3498 1.0880 -0.066
H -1.2198 3.2155 1.8007 0.064
H -0.8204 3.6644 0.1249 0.062
H 0.2122 4.1907 1.4554 0.074
C 2.7928 -0.1250 -0.9682 -0.059
H 3.8146 -0.2605 -0.5758 0.076
H 2.8778 0.4586 -1.8940 0.053
H 2.4316 -1.1208 -1.2643 0.056
C 1.0853 2.4702 -1.5770 -0.054
H 0.0563 2.5556 -1.9527 0.060
H 1.6400 1.9161 -2.3387 0.054
H 1.4990 3.4834 -1.5049 0.077
C -1.6189 -2.2082 2.7253 -0.225
H -1.6372 -1.4552 3.5137 0.063
C -2.3627 -3.3881 2.8873 -0.155
H -2.8878 -3.5914 3.8161 0.065
C -2.3920 -4.3249 1.8451 -0.200
H -3.0283 -5.2067 1.8528 0.062
C -1.5164 -4.1394 0.7979 -0.088
H -1.3433 -4.8685 0.0112 0.086
C -0.6768 -2.9922 0.7709 -0.330
C 0.3322 -3.0108 -0.2268 -0.069
H 1.3588 -3.1728 0.0514 0.101
C -0.2202 -0.9845 -1.5302 -0.051
C -0.1911 -3.0407 -2.6028 -0.059
H -0.2261 -4.1090 -2.6691 0.108
C -0.4548 -2.1215 -3.5259 -0.101
H -0.5546 -2.2279 -4.5954 0.116
N -0.4756 -0.8721 -2.8883 -0.038
C -0.4582 0.2784 -3.7613 -0.128
C 0.7105 0.4686 -4.5352 -0.198
C 0.7631 1.5498 -5.4214 -0.013
H 1.6647 1.6803 -6.0175 0.114
C -0.3275 2.3963 -5.6090 -0.278
C -0.2304 3.5979 -6.4956 -0.063
H -0.2488 4.5236 -5.9099 0.082
H -1.0633 3.6497 -7.2021 0.075
H 0.6975 3.5845 -7.0688 0.070
C -1.5244 2.0856 -4.9644 -0.018
H -2.4299 2.6425 -5.2076 0.112
C -1.6296 1.0054 -4.0735 -0.196
C -2.9969 0.5686 -3.6249 -0.043
H -3.3019 -0.3618 -4.1319 0.092
H -3.7279 1.3406 -3.9075 0.075
H -3.0951 0.4144 -2.5418 0.055
C 1.8642 -0.4933 -4.5275 -0.044
H 1.7088 -1.2850 -5.2775 0.086
H 2.0637 -0.9784 -3.5636 0.067
H 2.7870 0.0327 -4.8119 0.082
N -3.9767 1.8547 -0.0138 0.042
C -4.2090 1.2250 1.1888 -0.106
C -3.0752 0.5655 1.5234 -0.078
N -2.1536 0.7275 0.4805 -0.001
C -2.7334 1.5400 -0.4258 -0.188
H -4.5772 2.5006 -0.5120 0.148
H -5.1594 1.2747 1.6789 0.097
H -2.8252 0.0132 2.4155 0.087
H -2.2817 1.9180 -1.3385 0.119
```

3.
The following is a DFT calculation (the ωB97M-V functional and the def2-TZVPD basis) of a structure of composition C30H26BF4IN2O2ReS5Si at a distorted geometry.

Output
max |F|: 2.3 eV Å⁻¹
E_LUMO (spin up / spin down): -1.09 / -2.00 eV
2S+1: 4
gap between HOMO and LUMO (spin up / spin down): 6.884 / 5.956 eV
relative energy (zero: lowest compared OMol25 entry of this formula, charge and spin): 0.920 eV
HOMO energy (spin up / spin down): -7.97 / -7.96 eV

Structure (XYZ):
```
73
Properties=species:S:1:pos:R:3:lowdin_charge:R:1
Re -0.3110 -0.8739 0.0507 1.103
C 2.0054 1.6308 -2.9899 -0.007
C 0.5839 2.0439 -2.8175 -0.273
N 0.2008 3.2008 -3.2814 0.122
C -1.0432 3.6244 -3.0815 -0.124
C -1.9970 2.8863 -2.4171 -0.151
C -3.3999 3.4196 -2.2455 -0.201
O -3.9226 3.2345 -0.9473 -0.074
C -1.6381 1.6149 -1.9147 -0.074
C -2.6495 0.7609 -1.3647 -0.027
N -2.4295 -0.3027 -0.6774 -0.045
C -3.4729 -1.1409 -0.3047 -0.350
C -4.6820 -0.6573 0.1956 0.002
C -5.6771 -1.5331 0.5844 -0.051
C -5.5005 -2.9007 0.4518 -0.065
C -4.3161 -3.4047 -0.0645 -0.124
C -3.3161 -2.5230 -0.4170 -0.536
I -1.4392 -3.2325 -1.1795 1.154
C -0.2953 1.1688 -2.0993 -0.300
O 0.1657 0.0289 -1.6975 -0.297
H 2.5823 2.4752 -3.3514 0.084
H 2.0828 0.8068 -3.6982 0.087
H 2.3930 1.2803 -2.0349 0.072
H -1.2712 4.5980 -3.4890 0.116
H -4.0672 2.8775 -2.9281 0.132
H -3.4248 4.4755 -2.5356 0.128
H -3.6352 3.9646 -0.3855 0.042
H -3.6788 1.0053 -1.6283 0.141
H -4.8142 0.4087 0.3066 0.122
H -6.5904 -1.1376 0.9991 0.114
H -6.2757 -3.5826 0.7627 0.110
H -4.1675 -4.4671 -0.1787 0.102
C 1.7749 4.2964 0.9735 -0.362
S 0.1951 4.2826 0.0674 0.841
C -0.8565 3.3752 1.1494 -0.985
C -0.7466 2.0715 1.4958 -1.021
S 0.6210 1.0892 1.0770 0.684
S -2.0062 1.4357 2.5458 0.958
C -2.9384 2.9051 2.6662 -1.463
S -4.3084 3.0422 3.5404 0.572
S -2.2472 4.2427 1.7754 0.906
H 2.3575 5.0866 0.5110 0.033
H 2.2759 3.3398 0.8779 -0.001
H 1.5854 4.5344 2.0153 0.047
C 3.8783 -4.2143 -2.8395 -0.089
C 3.0003 -3.1754 -3.0975 -0.087
C 2.2983 -2.5904 -2.0580 -0.138
C 2.4725 -3.0212 -0.7479 -0.342
C 3.3485 -4.0745 -0.5069 -0.108
C 4.0480 -4.6678 -1.5417 -0.084
Si 1.6370 -2.2076 0.7570 0.587
C 2.9393 -1.2233 1.7367 -0.345
C 3.1497 -1.5224 3.0791 -0.107
C 4.0528 -0.7929 3.8315 -0.077
C 4.7503 0.2547 3.2546 -0.087
C 4.5620 0.5524 1.9144 -0.092
C 3.6638 -0.1824 1.1616 -0.150
H 4.4295 -4.6716 -3.6471 0.101
H 2.8661 -2.8171 -4.1081 0.102
H 1.6115 -1.7798 -2.2601 0.060
H 3.4758 -4.4328 0.5031 0.100
H 4.7383 -5.4739 -1.3383 0.103
H 1.2042 -3.3223 1.6335 0.010
H 2.5931 -2.3255 3.5354 0.099
H 4.1996 -1.0289 4.8746 0.103
H 5.4402 0.8374 3.8475 0.100
H 5.1150 1.3621 1.4603 0.100
H 3.5150 0.0509 0.1168 0.091
F -2.0397 -1.4146 3.9746 0.191
B -0.9218 -1.8177 3.3540 -1.307
F -0.6258 -3.1201 3.4982 0.192
F 0.1404 -0.9857 3.4938 0.149
F -1.2454 -1.6449 1.8008 -0.215
```

- The lowest max |F| belongs to which entry?
  C30H26BF4IN2O2ReS5Si